# C13H5F3IIrN4O12S2

A structure of composition C13H5F3IIrN4O12S2 in a non-equilibrium geometry (ωB97M-V/def2-TZVPD, the Open Molecules 2025 dataset).

Output
* total charge: -1
* LUMO level (spin up / spin down): 0.75 / -1.77 eV
* 2S+1: 6
* <S²>: 8.82
* E_HOMO (spin up / spin down): -5.201 / -5.709 eV

```
41
Properties=species:S:1:pos:R:3:forces:R:3:lowdin_charge:R:1
Ir 1.121592 0.831784 -2.033652 -0.4 1.5 2.0 1.02
I 1.103371 3.447437 -2.466729 0.1 0.6 -0.2 0.19
S 3.477336 0.945112 -0.567459 -0.3 0.0 -0.3 0.70
S 1.972944 -0.078301 -4.469189 0.4 0.0 -0.7 0.40
F 4.167978 1.839912 3.847231 0.1 -0.1 -0.1 0.11
F 4.967352 2.329498 1.896854 -0.1 -0.1 0.1 0.12
F 4.553228 0.263349 2.412432 0.0 0.2 0.0 0.13
O -0.635071 -3.131952 2.603047 -0.1 0.2 -0.2 0.08
O 2.169914 -1.505596 -3.564649 0.4 -0.3 -0.4 -0.17
O -1.201322 1.186128 -2.032497 0.3 0.3 -0.1 -0.20
O 1.982087 -2.110843 -1.540022 0.4 -0.3 0.2 0.09
O 2.393104 -0.451819 -5.768852 0.0 -0.1 -0.1 -0.23
O -3.052433 0.356077 -3.036216 0.2 0.1 0.1 0.06
O 0.499812 -1.395094 2.028369 -0.2 0.1 -0.1 0.12
O -0.063467 -0.737890 -0.563742 -0.2 -0.6 0.2 0.00
O -5.315938 -2.965545 1.767300 0.1 0.1 -0.1 0.08
O -6.097954 -1.896137 0.066545 0.2 0.0 0.1 0.10
O 0.561155 0.200413 -4.253821 0.0 -0.1 0.0 -0.35
O 2.815632 0.856168 -3.727525 0.0 -0.2 -0.1 -0.44
N -0.462453 -2.121810 1.934894 0.4 -0.4 0.4 -0.33
N -5.184992 -2.253740 0.785131 -0.6 -0.3 0.2 -0.35
N 1.115126 1.480960 0.260083 -0.1 -0.2 -0.4 -0.11
N 2.101118 -1.178670 -2.227219 -0.7 -0.5 -0.4 -0.28
C -3.642345 -1.007395 -0.672225 -0.6 -0.5 0.5 0.08
C 4.094428 1.522797 2.532018 0.1 0.0 0.0 -0.59
C -3.843028 -1.812906 0.450890 0.6 0.6 -0.8 -0.08
C -2.779629 -2.188449 1.278254 0.4 -0.1 0.4 0.09
C -1.518161 -1.768605 0.984600 -0.4 0.1 0.0 -0.01
C -2.190439 0.415562 -2.169970 -0.3 -0.7 0.3 -0.62
C 1.682083 2.083388 2.866315 0.1 0.0 -0.1 0.00
C 0.382254 2.202844 2.387917 -0.1 0.0 0.0 -0.05
C 2.692507 1.670400 2.021568 -0.1 0.0 0.0 -0.12
C -1.224720 -0.977670 -0.211220 0.0 -0.3 0.3 -0.25
C -2.382983 -0.577567 -0.985697 0.5 0.8 -0.7 0.03
C 0.143656 1.874000 1.069239 -0.1 0.1 0.2 -0.14
C 2.381905 1.381630 0.675201 0.2 0.1 0.0 -0.70
H -0.418692 2.538586 3.030669 0.0 0.0 0.0 0.10
H 1.913584 2.318748 3.896157 0.0 0.0 0.0 0.12
H -2.948761 -2.794413 2.155527 0.0 0.0 0.0 0.13
H -4.483032 -0.724697 -1.289031 0.1 0.1 -0.1 0.14
H -0.846747 1.934308 0.629473 0.0 0.0 -0.1 0.12
```
Positions in Å, forces in eV/Å.

---

# C13H6BBrCl5F4IrNS3

A structure of composition C13H6BBrCl5F4IrNS3 in a non-equilibrium geometry (ωB97M-V/def2-TZVPD, the Open Molecules 2025 dataset).

Output
* LUMO level (spin up / spin down): -3.40 / -3.45 eV
* 2S+1: 2
* <S²>: 0.80
* E_HOMO (spin up / spin down): -9.189 / -9.076 eV

```
35
Properties=species:S:1:pos:R:3:forces:R:3:lowdin_charge:R:1
Ir 0.164496 0.496362 -0.580107 0.6 -1.8 -4.8 1.02
Br 0.960809 -1.989110 1.369556 0.1 0.0 0.1 0.81
Cl -4.385272 -1.089587 -4.239272 0.0 0.0 -0.1 0.70
Cl -5.113133 -0.029407 0.983119 -0.1 0.1 0.2 0.72
Cl -1.377741 -0.686972 -3.923706 -0.2 0.0 -0.4 0.68
Cl -2.035875 0.514826 1.253970 0.3 0.0 0.3 0.76
Cl -6.279819 -0.786565 -1.808112 -0.2 0.0 0.0 0.72
S 3.297361 -0.295051 -3.976390 -1.3 -0.1 0.4 0.60
S 1.239142 -1.574749 -2.357966 -0.5 1.7 1.4 0.68
S 1.053438 1.307529 -2.874863 -0.5 -1.0 2.3 0.63
F 0.806253 1.266998 1.779251 -0.2 -0.4 0.7 -0.01
F 2.534449 2.706289 1.472751 0.8 0.2 0.0 0.18
F 0.568299 3.477967 2.305216 -0.5 0.7 0.4 0.21
F 0.695251 2.729122 0.122157 -0.4 -0.3 -0.8 0.00
N 2.302795 -0.049109 -0.006865 -1.0 0.6 0.2 -0.14
C 2.465439 -0.912736 0.988822 0.0 -0.2 0.2 -0.73
C -4.081353 -0.191331 -0.368949 0.1 -0.1 -0.2 -0.71
C 5.673218 1.523907 -0.237943 0.0 0.2 0.0 -0.02
C 3.324886 0.715779 -0.362103 0.5 0.2 -0.1 -0.11
C -4.602071 -0.539206 -1.617548 0.3 0.1 0.1 -0.71
C -2.712425 0.017558 -0.252931 0.0 -0.2 -0.4 -0.70
C -1.806520 -0.128277 -1.309555 0.9 1.0 1.1 -0.29
C -3.741916 -0.676519 -2.705719 0.1 0.0 0.3 -0.71
C -2.364350 -0.484988 -2.540553 0.3 0.1 -0.1 -0.69
C 4.703269 -0.217748 1.328101 -0.1 0.3 -0.4 0.01
C 1.864688 -0.187220 -3.124674 1.3 0.2 -0.4 -1.87
C 3.642183 -1.025528 1.702422 -0.3 -0.1 -0.2 -0.06
C 4.567430 0.656884 0.255960 -0.1 -0.5 0.1 -0.23
B 1.175009 2.610567 1.485667 0.1 -0.6 -0.1 -1.32
H 5.427806 2.569219 -0.051595 0.1 0.1 0.0 0.10
H 3.717726 -1.717411 2.525623 0.0 -0.1 0.0 0.11
H 6.609501 1.288495 0.259852 0.1 0.0 0.0 0.08
H 3.158643 1.428412 -1.157979 -0.1 0.0 0.0 0.10
H 5.801140 1.399848 -1.313405 0.1 0.0 0.0 0.09
H 5.633570 -0.261441 1.872605 0.1 -0.1 0.1 0.12
```
Positions in Å, forces in eV/Å.

---

# C13H6F3N4O9S

The ion C13H6F3N4O9S with charge -1 in a non-equilibrium geometry (ωB97M-V/def2-TZVPD, the Open Molecules 2025 dataset).

Output
* total charge: -1
* LUMO level: 1.30 eV
* E_HOMO: -5.080 eV

```
36
Properties=species:S:1:pos:R:3:forces:R:3:lowdin_charge:R:1
S -0.962469 -2.077282 1.450578 -0.1 1.8 -2.3 0.77
F 0.903056 -3.880890 0.747201 -1.0 -0.1 0.3 0.11
F -1.134673 -4.378336 0.086768 0.6 0.3 0.8 0.13
F -0.583056 -4.578951 2.206911 0.1 0.1 -0.6 0.12
O 1.535152 -0.255594 0.203028 1.5 2.0 2.9 0.00
O 3.074850 0.124682 -2.129805 0.0 0.1 -0.2 0.04
O -0.000597 -1.541200 2.384248 -0.4 -0.7 -0.1 -0.28
O -2.375098 -2.150326 1.724106 0.6 -0.4 0.3 -0.29
O 1.496991 0.461211 -3.779620 1.2 -0.2 0.4 -0.01
O -3.806639 -1.131863 -2.782449 1.1 0.5 -0.5 -0.02
O -1.796427 3.520978 0.497947 1.7 0.5 1.7 0.06
O -2.688290 -0.158706 -4.381458 0.6 -0.6 1.6 0.02
O -0.873404 4.924745 1.917734 0.0 -1.9 -0.9 0.04
N -0.918074 3.815049 1.341052 -2.3 1.7 -0.6 -0.32
N 0.176403 0.214980 -3.994164 -1.0 -1.2 3.1 0.12
N -2.735759 -0.666363 -3.244016 -0.8 -0.1 -0.1 -0.35
N 1.922823 -0.018463 -2.486304 -2.5 -1.3 -0.4 -0.17
C -0.409190 -3.845757 1.095232 0.0 0.0 -0.1 -0.61
C 2.213856 2.308832 2.663169 -0.5 -0.2 -0.1 -0.06
C 1.115307 3.169022 2.551434 -0.3 0.0 -0.6 -0.01
C -0.247099 -0.400470 -2.825522 -0.3 1.4 -3.4 -0.16
C -1.759193 -1.209182 -1.058689 0.3 0.4 -0.6 0.01
C 0.092900 2.848223 1.640844 1.6 -1.5 0.4 -0.15
C 0.102329 1.628680 0.922475 0.0 0.5 0.0 0.10
C 2.280350 1.144265 1.905062 -0.7 0.2 -0.3 0.02
C 1.220578 0.801534 1.032247 0.6 0.2 -0.4 -0.20
C -1.569483 -0.745536 -2.394689 -1.3 -0.5 0.2 -0.11
C 0.726099 -1.031300 -0.529762 -1.6 -2.7 -1.8 -0.29
C 0.816698 -0.636133 -1.972008 1.7 2.2 0.2 -0.05
C -0.741693 -1.234880 -0.135054 0.6 -0.9 1.1 -0.23
H -2.755602 -1.522077 -0.744866 0.2 0.1 -0.2 0.13
H 1.178533 -2.045877 -0.536156 0.1 0.5 0.5 0.16
H 1.058466 4.104058 3.102920 0.0 -0.2 -0.2 0.11
H 3.024442 2.553799 3.344648 -0.1 0.0 -0.1 0.10
H -0.729511 1.399803 0.261062 0.3 0.1 0.0 0.13
H 3.147423 0.489325 1.915895 -0.2 0.1 0.1 0.13
```
Positions in Å, forces in eV/Å.

---

# C13H7Cl3N3O3S

A cluster of 2 separate species, C13H7Cl3N3O3S in total in a non-equilibrium geometry (ωB97M-V/def2-TZVPD, the Open Molecules 2025 dataset).

Output
* total charge: -1
* LUMO level: 0.93 eV
* E_HOMO: -3.072 eV

```
30
Properties=species:S:1:pos:R:3:forces:R:3:lowdin_charge:R:1
Cl -1.750364 -0.288509 -1.646208 0.6 -0.2 1.1 0.79
Cl -0.585065 -1.565212 1.737848 -0.6 -0.3 0.1 0.60
Cl 1.773218 3.246597 2.375751 -0.3 0.6 0.4 0.59
S -7.021710 -0.384638 -1.762389 1.1 0.0 -0.6 0.63
O -3.015258 1.976261 -3.561192 -0.8 -1.2 0.7 0.10
O 1.880882 -1.785468 0.234242 0.9 -0.6 0.0 -0.02
O -2.983442 -2.691213 -3.557999 -1.0 1.3 0.8 0.11
N -4.790687 0.771978 -2.735155 -0.6 1.2 0.7 0.11
N 4.456849 -0.932463 1.359986 0.5 -1.2 1.1 0.11
N -4.776616 -1.508209 -2.721586 -0.5 -1.2 0.6 0.11
C 0.863571 -0.682294 2.055427 1.9 0.7 -1.1 -0.64
C 4.390514 1.448799 2.813710 -0.1 -0.4 -0.6 -0.05
C 2.036219 -1.057312 1.204544 -1.7 0.9 0.4 -0.43
C -3.469797 0.915552 -3.173899 0.4 0.5 -0.9 -0.46
C -5.492073 -0.370825 -2.430109 0.6 -0.1 0.3 -0.84
C 3.206439 0.957478 2.217555 -0.7 -0.7 0.0 -0.21
C -2.636746 -0.358117 -3.133776 -0.9 0.2 -0.5 -0.54
C 5.492088 0.609307 2.859571 -0.2 0.1 0.0 -0.10
C 1.885604 1.523124 2.296313 -0.5 -1.1 0.4 -0.68
C -3.452931 -1.637664 -3.162947 0.5 -0.8 -0.7 -0.45
C 3.295465 -0.333073 1.607228 -0.6 0.2 -0.3 -0.17
C 5.505495 -0.570695 2.091460 -0.4 0.9 0.2 -0.17
C 0.751038 0.680724 2.341112 1.0 0.8 -0.1 -0.17
H -5.231004 -2.372939 -2.404448 0.3 0.5 -0.5 0.15
H -1.930361 -0.366683 -3.946755 0.1 0.0 -0.3 0.12
H -5.252441 1.627314 -2.409177 0.3 -0.4 -0.5 0.15
H 4.398259 2.446347 3.228572 0.0 0.0 0.3 0.08
H 6.384517 -1.207575 2.160133 -0.1 0.0 -0.5 0.09
H 6.326011 0.839210 3.515716 0.1 0.1 -0.3 0.09
H -0.257664 1.070208 2.546462 0.6 0.1 -0.1 0.10
```
Positions in Å, forces in eV/Å.

---

# C13H7F3N2O4PdS

A structure of composition C13H7F3N2O4PdS (ωB97M-V/def2-TZVPD, the Open Molecules 2025 dataset).

Output
* LUMO level (spin up / spin down): -0.38 / -2.25 eV
* 2S+1: 3
* <S²>: 2.02
* E_HOMO (spin up / spin down): -6.533 / -8.989 eV

```
31
Properties=species:S:1:pos:R:3:forces:R:3:lowdin_charge:R:1
Pd -0.737638 -0.103206 0.119624 0.0 0.0 0.0 1.05
S 1.804323 -0.063109 -0.206281 0.0 0.0 -0.1 0.78
F 3.802596 0.954649 -3.883563 0.0 0.0 0.0 0.14
F 3.837204 -1.204733 -3.821241 0.0 0.1 0.0 0.15
F 4.023541 -0.067743 -1.988694 0.0 0.0 -0.1 0.11
O -1.053371 3.419288 2.142350 0.0 0.0 0.0 0.12
O -1.135941 -3.599152 1.978833 0.0 0.0 0.0 0.11
O -0.812075 1.945952 0.445041 0.0 0.0 0.0 -0.13
O -0.880444 -2.074157 0.362159 0.0 0.0 0.1 -0.17
N -1.094194 -0.117544 1.996861 0.1 -0.1 -0.1 -0.04
N -0.150011 -0.126374 -1.853921 -0.1 0.0 0.0 -0.11
C 1.895864 -0.132811 -3.046644 0.0 0.0 -0.1 -0.11
C 1.198084 -0.107625 -1.834860 0.1 0.0 0.1 -0.63
C -1.295243 -1.360625 3.963633 0.0 0.0 0.1 0.01
C -1.114959 1.097724 2.623044 0.0 0.0 0.0 -0.19
C -1.153297 -1.301702 2.605930 0.0 0.1 -0.1 -0.18
C -0.210040 -0.209304 -4.215833 0.0 0.0 0.0 -0.03
C 3.396915 -0.112833 -3.166447 0.0 0.0 0.1 -0.59
C -1.354480 -0.125537 4.672073 0.0 -0.1 0.0 -0.05
C -1.050352 -2.453358 1.621656 0.0 0.0 -0.1 -0.55
C -0.839826 -0.181213 -2.990792 0.0 0.0 0.0 -0.09
C 1.176193 -0.183133 -4.227789 0.0 0.0 0.0 0.01
C -0.981775 2.153170 1.705453 0.0 0.0 0.1 -0.46
C -1.267030 1.081199 4.034118 0.0 0.0 0.0 0.00
H -1.354790 -2.320812 4.453135 0.0 0.0 0.0 0.12
H -1.297478 2.014506 4.577548 0.0 0.0 0.0 0.12
H -1.917158 -0.206430 -2.895746 0.0 0.0 0.0 0.12
H 1.712184 -0.205370 -5.168465 0.0 0.0 0.0 0.13
H -0.896533 3.989550 1.377125 0.0 0.0 0.0 0.13
H -1.463353 -0.143429 5.748220 0.0 0.0 0.0 0.11
H -0.786911 -0.255834 -5.126542 0.0 0.0 0.0 0.11
```
Positions in Å, forces in eV/Å.

---

# C13H7N3O6SW

A structure of composition C13H7N3O6SW (ωB97M-V/def2-TZVPD, the Open Molecules 2025 dataset).

Output
* total charge: +2
* LUMO level (spin up / spin down): -10.45 / -10.45 eV
* E_HOMO (spin up / spin down): -15.062 / -15.062 eV

```
31
Properties=species:S:1:pos:R:3:forces:R:3:lowdin_charge:R:1
W 0.770034 -0.343881 -0.600200 -0.2 -0.1 0.3 1.74
S 3.015945 0.063878 -1.143442 0.1 0.0 -0.1 0.81
O -2.214930 -5.137981 -3.093008 -0.2 0.1 0.1 0.26
O 0.077811 -2.030730 -0.123213 -0.1 -0.1 0.0 -0.14
O -1.472060 -2.589975 -4.493911 0.1 0.0 0.0 0.23
O -0.073703 -0.856353 -2.230188 0.0 -0.2 -0.2 -0.14
O -0.366509 1.150898 -0.634132 -0.1 0.1 0.0 -0.18
O -1.162344 -4.946136 -0.299172 0.1 -0.1 0.0 0.23
N 2.034327 -0.682554 1.286387 -0.1 0.1 -0.2 0.00
N 1.152254 0.375543 1.154782 0.1 -0.1 -0.1 -0.22
N 4.180096 -1.331890 0.823790 0.0 0.0 0.0 0.21
C -0.472285 -2.776705 -1.128383 0.2 0.0 -0.2 -0.16
C 3.143207 -0.633339 0.465849 0.0 0.0 0.2 -0.76
C -1.076409 -4.138660 -1.164215 -0.5 0.2 0.2 -0.22
C -0.323437 2.101205 1.615553 -0.1 0.0 -0.1 -0.12
C -2.145747 3.988125 0.724482 0.0 0.0 0.0 0.04
C -1.236179 -2.904901 -3.376051 -0.4 0.2 0.1 -0.22
C -0.787929 2.088255 0.259975 0.1 0.1 0.0 -0.21
C -0.834306 3.082107 2.506671 0.0 0.0 0.0 0.04
C -1.657068 -4.211368 -2.620868 0.7 -0.3 -0.3 -0.19
C -1.735139 4.010355 2.063480 0.0 0.0 0.0 -0.01
C -1.679145 3.038973 -0.180281 0.0 0.0 0.0 0.05
C -0.539298 -2.121963 -2.305897 0.2 0.1 0.1 -0.17
C 0.661328 1.218899 2.045540 0.1 0.0 0.1 0.07
H -2.863234 4.721564 0.378498 0.0 0.0 0.0 0.14
H 4.207317 -1.752192 1.747396 0.0 0.0 0.0 0.16
H -2.125872 4.760122 2.736397 0.0 0.0 0.0 0.14
H -0.491790 3.085984 3.533968 0.0 0.0 0.0 0.14
H -2.016339 3.030062 -1.207491 0.0 0.0 0.0 0.15
H 4.966153 -1.481025 0.203709 0.0 0.0 0.0 0.15
H 1.065266 1.223690 3.053961 0.0 0.0 0.0 0.17
```
Positions in Å, forces in eV/Å.

---

Values of energy relative to the best compared isomer or geometry (same formula, charge and spin), in order: 202.0, 78.2, 0.0, 14.0, 0.0, 16.3, all in kJ/mol.
Values of DFT total energy, in order: -3118.055040, -7152.033505, -2092.679445, -2668.423615, -1735.748936, -1579.908540, all in Eh.